# 1
A 10-piece molecular cluster, C73H121N13O7 overall, computed with wB97M-V/def2-TZVPD.

Values from the calculation:
E_LUMO (spin up / spin down) = -19.047 / -19.174 eV
orbital gap (spin up / spin down) = 5.8 / 5.7 eV

The geometry in ORCA input format:
```
! RIJCOSX wB97M-V def2-TZVPD def2/J DEFGRID3
* xyz 9 2
C 2.59 -1.22 8.96
C 1.60 -1.69 7.90
C 0.34 -0.73 7.86
C 0.63 0.54 7.22
C 1.11 0.33 5.82
C 2.36 -0.54 5.60
N 2.26 -1.71 6.57
O 3.33 -2.76 6.49
C 3.67 0.28 5.78
C 2.27 -1.17 4.15
C 1.04 -3.15 8.21
H 3.28 -2.02 9.23
H 2.08 -0.96 9.89
H 3.02 -0.27 8.65
H 0.02 -0.62 8.90
H -0.43 -1.19 7.24
H 1.30 0.98 7.96
H -0.26 1.16 7.26
H 1.35 1.29 5.36
H 0.25 -0.04 5.26
H 3.69 1.37 5.80
H 4.34 0.05 4.95
H 4.13 -0.08 6.70
H 2.60 -0.52 3.34
H 1.28 -1.42 3.76
H 2.89 -2.06 4.10
H 0.40 -3.55 7.42
H 0.48 -3.33 9.12
H 1.91 -3.81 8.16
C -3.61 -1.59 -4.46
C -3.70 -3.06 -3.84
C -5.24 -3.47 -3.74
C -5.54 -4.97 -3.83
C -4.43 -5.88 -4.46
C -3.57 -5.15 -5.49
N -2.93 -3.94 -4.83
O -1.55 -3.90 -4.80
C -4.48 -4.59 -6.63
C -2.58 -6.13 -6.07
C -3.11 -3.14 -2.42
H -2.62 -1.38 -4.86
H -4.00 -0.70 -3.97
H -4.11 -1.56 -5.43
H -5.86 -3.07 -4.55
H -5.64 -3.10 -2.79
H -6.42 -5.09 -4.46
H -5.80 -5.41 -2.86
H -4.91 -6.74 -4.92
H -3.78 -6.09 -3.61
H -5.02 -5.39 -7.13
H -3.84 -4.15 -7.40
H -5.15 -3.83 -6.23
H -1.94 -5.54 -6.73
H -3.06 -6.92 -6.65
H -2.12 -6.83 -5.37
H -3.05 -4.21 -2.21
H -3.82 -2.76 -1.69
H -2.08 -2.78 -2.32
C -3.06 0.18 5.89
C -3.11 -0.27 4.37
C -2.27 -1.57 4.27
C -2.99 -2.90 4.50
C -4.33 -3.05 3.72
C -5.29 -1.82 3.97
N -4.49 -0.51 3.75
O -5.23 0.72 3.65
C -5.75 -1.93 5.47
C -6.50 -1.88 3.10
C -2.36 0.64 3.38
H -3.57 -0.33 6.70
H -3.54 1.16 5.92
H -1.98 0.33 5.98
H -1.48 -1.59 5.01
H -1.70 -1.78 3.37
H -3.25 -3.03 5.55
H -2.34 -3.70 4.15
H -4.85 -4.01 3.77
H -3.98 -3.00 2.69
H -6.49 -1.15 5.66
H -4.88 -1.87 6.12
H -6.19 -2.91 5.65
H -7.14 -2.71 3.39
H -6.10 -1.88 2.09
H -7.06 -0.96 3.26
H -1.31 0.61 3.67
H -2.63 1.69 3.47
H -2.52 0.48 2.31
C -6.14 8.27 -1.54
N -5.00 7.49 -1.06
C -5.24 6.60 0.01
C -4.13 5.79 0.38
C -2.89 5.99 -0.09
C -2.68 6.92 -1.13
C -3.70 7.75 -1.52
C -1.77 5.19 0.50
C -1.68 5.07 1.85
C -0.72 4.16 2.37
N 0.13 3.53 1.60
C 0.04 3.53 0.26
C -0.93 4.39 -0.27
C 1.18 2.81 2.34
H -6.21 9.26 -1.08
H -6.99 7.60 -1.42
H -6.03 8.34 -2.62
H -6.24 6.46 0.38
H -4.29 4.96 1.05
H -1.80 7.07 -1.73
H -3.60 8.59 -2.19
H -2.36 5.51 2.57
H -0.68 4.05 3.45
H 0.73 2.95 -0.32
H -1.13 4.49 -1.33
H 0.64 2.18 3.04
H 1.86 3.57 2.71
H 1.64 2.24 1.53
C 6.30 7.99 -2.68
N 6.38 6.59 -2.17
C 6.41 6.46 -0.83
C 6.24 5.21 -0.31
C 6.14 4.07 -1.13
C 6.22 4.26 -2.55
C 6.30 5.59 -3.02
C 5.89 2.75 -0.50
C 4.96 2.72 0.60
C 4.71 1.42 1.16
N 5.23 0.29 0.65
C 6.15 0.34 -0.40
C 6.43 1.60 -1.02
C 4.89 -1.03 1.21
H 6.61 8.76 -1.96
H 5.32 8.25 -3.05
H 7.08 8.07 -3.43
H 6.49 7.30 -0.17
H 6.16 5.18 0.77
H 5.95 3.40 -3.15
H 6.22 5.75 -4.08
H 4.54 3.57 1.11
H 4.11 1.22 2.03
H 6.48 -0.58 -0.85
H 7.01 1.60 -1.94
H 5.83 -1.58 1.31
H 4.21 -1.36 0.42
H 4.41 -0.79 2.16
C 4.54 -6.68 2.23
C 4.53 -5.21 1.96
N 3.45 -4.81 1.13
C 3.31 -4.80 -0.26
C 1.97 -4.47 -0.54
N 1.23 -4.33 0.62
C 2.18 -4.57 1.62
C -0.11 -3.82 0.61
H 3.93 -7.00 3.07
H 5.50 -7.13 2.50
H 4.24 -7.28 1.37
H 5.45 -4.86 1.50
H 4.42 -4.60 2.85
H 4.18 -4.94 -0.88
H 1.53 -4.50 -1.53
H 1.82 -4.64 2.64
H -0.79 -4.17 1.39
H -0.55 -4.04 -0.36
H 0.04 -2.77 0.84
C 3.81 0.12 -3.37
C 2.58 -0.11 -4.25
N 2.38 -1.55 -4.55
C 2.54 -2.65 -3.68
C 2.23 -3.72 -4.38
N 1.87 -3.46 -5.65
C 2.01 -2.10 -5.73
C 1.36 -4.43 -6.72
H 4.75 -0.29 -3.75
H 3.66 -0.29 -2.37
H 3.93 1.18 -3.15
H 2.76 0.43 -5.18
H 1.73 0.34 -3.74
H 2.98 -2.43 -2.72
H 2.19 -4.79 -4.24
H 1.81 -1.45 -6.57
H 0.91 -4.10 -7.66
H 0.56 -5.11 -6.42
H 2.24 -5.02 -6.95
C -1.77 2.29 -4.04
C -1.46 3.56 -4.94
N 0.01 3.53 -5.31
C 0.73 2.62 -6.09
C 2.06 3.06 -6.30
N 2.22 4.29 -5.63
C 0.90 4.58 -5.22
C 3.26 5.18 -5.79
H -2.01 1.46 -4.70
H -2.67 2.44 -3.44
H -0.96 2.00 -3.36
H -1.67 4.55 -4.55
H -2.11 3.41 -5.80
H 0.28 1.76 -6.57
H 2.83 2.57 -6.87
H 0.54 5.48 -4.76
H 4.06 4.83 -6.44
H 3.73 5.28 -4.82
H 2.96 6.19 -6.10
C -3.72 0.46 -0.60
C -4.40 -0.69 0.06
O -3.64 -1.27 0.83
O -5.53 -1.13 -0.38
H -3.14 0.04 -1.42
H -2.97 0.94 0.03
H -4.51 1.16 -0.88
C -0.32 0.04 -0.27
C 1.12 -0.40 -0.10
O 1.59 -1.06 -1.03
O 1.69 -0.23 0.99
H -0.95 -0.85 -0.36
H -0.51 0.72 -1.10
H -0.66 0.62 0.59
*
```


# 2
C73H145Br3N8O8 as an isolated structure, computed with wB97M-V/def2-TZVPD.

Values from the calculation:
E_LUMO (spin up / spin down) = -2.808 / -7.411 eV
orbital gap (spin up / spin down) = 7.8 / 3.7 eV

The geometry in ORCA input format:
```
! RIJCOSX wB97M-V def2-TZVPD def2/J DEFGRID3
* xyz 1 10
C -0.82 -0.10 0.56
Br -0.51 -1.01 -1.20
Br 0.92 0.47 1.41
Br -1.76 -1.28 1.82
H -1.29 0.87 0.37
C -1.52 4.23 0.45
C -0.74 4.84 -0.79
C -0.92 6.43 -0.73
C 0.11 7.16 0.14
C 1.57 6.58 -0.11
C 1.78 5.04 -0.06
N 0.69 4.49 -0.90
O 0.84 3.08 -1.17
C 3.18 4.75 -0.59
C 1.57 4.70 1.41
C -1.54 4.50 -2.10
H -2.57 4.07 0.20
H -1.90 4.94 1.19
H -1.13 3.28 0.81
H -0.67 6.76 -1.73
H -1.89 6.75 -0.36
H -0.20 6.97 1.17
H 0.08 8.23 -0.02
H 2.31 7.04 0.54
H 1.81 6.81 -1.15
H 3.52 3.72 -0.59
H 3.15 4.96 -1.66
H 3.93 5.40 -0.15
H 2.23 5.35 1.98
H 0.56 4.95 1.71
H 1.70 3.66 1.70
H -2.53 4.94 -2.12
H -1.76 3.44 -2.24
H -0.88 4.82 -2.90
C -0.49 1.58 -4.08
C -0.21 1.76 -5.60
C -0.56 0.34 -6.29
C -0.79 0.31 -7.77
C -1.61 1.59 -8.18
C -1.15 3.01 -7.65
N -0.95 2.93 -6.19
O -0.69 4.25 -5.57
C 0.02 3.51 -8.53
C -2.37 3.91 -7.97
C 1.36 1.90 -5.72
H 0.00 0.77 -3.55
H -1.56 1.45 -3.89
H -0.22 2.47 -3.51
H 0.30 -0.32 -6.21
H -1.36 -0.26 -5.86
H -1.27 -0.60 -8.13
H 0.17 0.41 -8.27
H -2.64 1.39 -7.91
H -1.58 1.58 -9.27
H 0.56 2.61 -8.84
H -0.42 3.97 -9.42
H 0.66 4.26 -8.06
H -2.66 3.64 -8.98
H -3.26 3.76 -7.36
H -2.01 4.93 -7.80
H 1.77 1.13 -5.07
H 1.66 2.87 -5.32
H 1.66 1.68 -6.74
C -0.88 1.12 6.77
C -1.69 1.81 5.66
C -2.42 0.69 5.02
C -3.38 1.15 3.99
C -4.35 2.25 4.54
C -3.75 3.43 5.33
N -2.66 2.88 6.22
O -1.95 3.87 7.02
C -3.35 4.53 4.30
C -4.87 3.95 6.18
C -0.64 2.32 4.65
H -0.41 1.87 7.40
H -0.23 0.32 6.41
H -1.53 0.69 7.53
H -1.72 0.09 4.44
H -2.91 -0.03 5.68
H -4.05 0.37 3.61
H -2.87 1.54 3.11
H -5.20 1.85 5.08
H -4.66 2.69 3.59
H -2.68 5.23 4.81
H -2.64 4.10 3.59
H -4.22 4.93 3.80
H -5.24 3.09 6.74
H -4.50 4.75 6.83
H -5.66 4.31 5.53
H -0.20 3.24 5.05
H -1.07 2.60 3.68
H 0.24 1.69 4.49
C 1.71 -3.34 -2.16
C 3.11 -2.58 -2.02
C 3.95 -3.61 -1.22
C 5.41 -3.16 -1.15
C 5.93 -3.11 -2.55
C 5.22 -2.04 -3.42
N 3.76 -2.21 -3.32
O 2.85 -1.48 -4.27
C 5.85 -0.58 -3.19
C 5.59 -2.36 -4.92
C 2.89 -1.42 -1.00
H 1.78 -4.15 -2.89
H 1.10 -2.52 -2.53
H 1.25 -3.75 -1.26
H 3.61 -3.70 -0.19
H 3.92 -4.61 -1.66
H 5.99 -3.80 -0.49
H 5.48 -2.14 -0.75
H 5.81 -4.13 -2.93
H 7.00 -2.92 -2.56
H 5.87 -0.35 -2.13
H 6.85 -0.59 -3.63
H 5.30 0.24 -3.64
H 5.15 -3.28 -5.28
H 5.39 -1.49 -5.56
H 6.64 -2.52 -5.17
H 2.17 -0.67 -1.33
H 3.78 -0.79 -1.04
H 2.55 -1.65 0.01
C 3.94 1.70 5.14
C 5.07 1.26 4.16
C 4.28 0.26 3.29
C 5.06 -0.21 1.99
C 5.57 1.00 1.20
C 6.34 2.09 2.08
N 5.57 2.34 3.32
O 6.11 3.49 4.12
C 7.76 1.62 2.29
C 6.45 3.34 1.17
C 6.11 0.38 4.91
H 3.70 0.97 5.91
H 3.09 2.04 4.55
H 4.34 2.58 5.64
H 4.08 -0.69 3.80
H 3.23 0.50 3.10
H 4.34 -0.72 1.35
H 5.78 -1.02 2.10
H 4.65 1.49 0.89
H 6.21 0.61 0.41
H 8.22 2.36 2.94
H 7.78 0.63 2.73
H 8.36 1.48 1.39
H 6.98 3.00 0.28
H 5.56 3.80 0.74
H 7.10 4.14 1.53
H 6.75 -0.15 4.20
H 5.75 -0.22 5.75
H 6.82 1.07 5.38
C 3.16 -6.94 5.70
C 3.19 -5.71 4.74
C 3.59 -6.26 3.36
C 3.36 -5.14 2.35
C 1.93 -4.67 2.35
C 1.39 -4.14 3.73
N 1.83 -5.09 4.83
O 1.43 -4.57 6.20
C 1.80 -2.61 3.78
C -0.18 -4.15 3.56
C 4.26 -4.73 5.26
H 4.11 -7.46 5.53
H 2.39 -7.64 5.37
H 3.03 -6.79 6.77
H 4.66 -6.45 3.39
H 3.13 -7.20 3.03
H 3.64 -5.45 1.35
H 3.94 -4.26 2.62
H 1.20 -5.43 2.08
H 1.71 -3.81 1.71
H 1.20 -1.99 3.12
H 1.49 -2.17 4.73
H 2.86 -2.48 3.58
H -0.60 -3.53 4.36
H -0.62 -3.93 2.58
H -0.55 -5.13 3.84
H 4.65 -5.01 6.24
H 3.91 -3.70 5.38
H 5.11 -4.61 4.60
C -8.71 1.37 -1.11
C -7.76 1.77 -2.32
C -7.75 3.35 -2.31
C -7.01 4.03 -1.20
C -5.59 3.52 -1.31
C -5.46 1.99 -1.11
N -6.39 1.30 -2.08
O -6.21 -0.13 -2.17
C -3.95 1.67 -1.43
C -5.63 1.59 0.40
C -8.40 1.37 -3.69
H -8.77 2.15 -0.35
H -8.57 0.33 -0.84
H -9.74 1.43 -1.47
H -7.20 3.75 -3.15
H -8.78 3.72 -2.37
H -7.46 3.88 -0.22
H -6.99 5.11 -1.34
H -5.18 3.97 -0.40
H -5.10 4.01 -2.15
H -3.47 2.42 -0.80
H -3.61 0.67 -1.14
H -3.62 1.77 -2.46
H -5.75 0.53 0.64
H -4.86 1.80 1.13
H -6.51 2.07 0.82
H -7.85 1.81 -4.53
H -9.38 1.83 -3.82
H -8.50 0.29 -3.77
C -3.58 -3.50 -0.55
C -2.83 -4.78 -0.75
C -3.40 -5.69 0.38
C -2.89 -7.07 0.38
C -3.24 -7.62 -0.97
C -2.71 -6.90 -2.16
N -3.12 -5.39 -2.09
O -2.81 -4.60 -3.28
C -1.10 -7.20 -2.20
C -3.44 -7.58 -3.33
C -1.44 -4.63 -0.39
H -3.66 -3.27 0.51
H -4.54 -3.54 -1.06
H -3.07 -2.72 -1.11
H -3.12 -5.39 1.38
H -4.49 -5.82 0.37
H -3.32 -7.69 1.17
H -1.85 -7.24 0.66
H -4.28 -7.89 -1.10
H -2.82 -8.62 -1.02
H -0.52 -7.13 -1.28
H -0.93 -8.22 -2.55
H -0.68 -6.43 -2.85
H -3.28 -8.64 -3.52
H -4.53 -7.45 -3.32
H -3.12 -7.17 -4.29
H -0.93 -4.20 -1.25
H -0.91 -5.51 -0.02
H -1.30 -3.86 0.38
*
```


The max |F| results, record by record, are as follows: 9.6 6.5 eV/Å.
The molar mass results, record by record, are as follows: 1292.86 1502.72 g mol⁻¹.